(1)
This record from the OMol25 dataset describes C4H9NO in the gas phase. The level of theory is the ωB97M-V functional and the def2-TZVPD basis.

XYZ file:
```
15
Properties=species:S:1:pos:R:3:forces:R:3
C 1.362101 -1.068880 -0.389630 0.1438 -0.0730 0.0144
C 1.704843 0.395117 -0.103441 0.1200 -0.0888 -0.2073
O 1.001651 0.926276 1.034368 -0.0740 -0.0474 0.0634
C -0.332084 0.835065 0.923866 -0.2701 -0.1332 -0.1910
N -0.885108 0.560815 -0.173473 0.0862 0.1928 0.4515
C -2.258589 0.141259 -0.207363 -0.3146 0.0137 -0.0528
H 1.667353 -1.710468 0.440611 0.1087 0.0510 -0.0661
H 0.298320 -1.234070 -0.567935 0.3468 0.1380 0.0181
H 1.882438 -1.381849 -1.296941 0.1592 -0.0221 0.1064
H 2.761576 0.504693 0.162660 -0.2256 -0.0344 -0.0841
H 1.487481 1.028028 -0.969091 0.0278 -0.1421 0.0616
H -0.827217 0.982520 1.892977 0.0460 -0.1006 -0.1512
H -2.688762 -0.101366 0.775866 0.0509 0.1777 -0.0784
H -2.297848 -0.768734 -0.817873 -0.1527 0.1113 0.0928
H -2.876155 0.891596 -0.704601 -0.0526 -0.0430 0.0227
```
Forces are in eV/Å.

Its structure (SMILES) is CCO/C=N/C. As for the spin multiplicity: 1.

Mulliken atomic charge list, values in e, 5 entries: number 1, C, carries -0.880; number 2, C, carries -0.265; number 3, O, carries -0.354; number 4, C, carries 0.119; number 5, N, carries -0.450



(2)
This record from the OMol25 dataset describes 2 unconnected molecules or ions with the total composition C4H9NO. The level of theory is the ωB97M-V functional and the def2-TZVPD basis.

XYZ file:
```
15
Properties=species:S:1:pos:R:3:forces:R:3
H -0.534633 1.055576 1.058500 0.0321 -0.0606 0.5797
N 0.288567 0.685756 0.593424 -0.1581 -0.3277 0.5018
C 0.628845 -0.492939 0.918342 0.1726 0.4943 0.4088
C 0.117714 -1.271671 2.074590 -0.0175 -0.0462 0.2164
H 1.427682 -0.943949 0.310832 -0.0803 0.1883 0.2640
H 0.284241 -2.345834 1.970841 -0.0329 0.1372 -0.0002
H -0.938579 -1.067826 2.271752 0.1572 -0.0050 0.0135
H 0.711407 -0.905434 2.916304 -0.1314 -0.2538 0.2564
C -0.747652 1.200867 -1.842563 0.0042 0.0935 -0.1863
C 0.346254 0.234220 -1.465825 0.0631 -0.4352 -0.8922
O 1.522586 0.357690 -1.730029 -0.3463 -0.0702 -0.2498
H -1.715382 0.928238 -1.403026 0.2611 0.0104 -0.0618
H -0.809824 1.084347 -2.926359 -0.2492 0.2014 -0.0911
H -0.507217 2.238394 -1.603860 0.1160 -0.1726 -0.0754
H -0.074008 -0.757436 -1.142923 0.2093 0.2463 -0.6837
```
Forces are in eV/Å.

Its structure (SMILES) is [H]/N=C\C.CC=O. As for the spin multiplicity: 1.

Mulliken atomic charge list, values in e, 5 entries: number 1, H, carries 0.219; number 2, N, carries -0.503; number 3, C, carries 0.057; number 4, C, carries -1.092; number 5, H, carries 0.468



(3)
This record from the OMol25 dataset describes C4H9NO in the gas phase at a distorted geometry. The level of theory is the ωB97M-V functional and the def2-TZVPD basis.

XYZ file:
```
15
Properties=species:S:1:pos:R:3:forces:R:3
C 2.071867 -0.327568 0.183851 2.0283 0.4212 -1.4504
N 0.889704 -0.688419 -0.540695 -0.1068 0.5818 -0.7845
C -0.077647 0.351166 -0.728225 -1.6800 -0.8294 -0.2386
C -0.812840 0.990445 0.422947 0.5663 0.1607 -0.0257
C -1.603274 0.059992 -0.421580 2.3379 -0.1922 1.0150
O -1.973417 -1.190478 0.068457 -0.9058 -0.3854 1.3511
H 2.781679 -1.183089 0.166968 -0.3649 0.5447 -0.0166
H 1.864617 -0.098326 1.180322 -0.2747 0.4605 2.0330
H 2.632645 0.580791 -0.217452 -0.8827 -1.1771 0.0653
H 0.487954 -1.464272 -0.072599 -0.6898 -0.8223 0.2154
H 0.046343 0.885711 -1.666577 0.0669 0.2431 0.2942
H -0.481776 0.663572 1.382268 0.0588 -0.4921 0.5931
H -1.020591 2.031136 0.432769 -0.2677 0.8107 -0.2203
H -2.255937 0.528754 -1.086984 -1.1410 0.3775 -1.0615
H -2.549320 -1.139416 0.896533 1.2551 0.2984 -1.7696
```
Forces are in eV/Å.

Its structure (SMILES) is CN[C@@H]1C[C@@H]1O. As for the spin multiplicity: 1.

Mulliken atomic charge list, values in e, 5 entries: number 1, C, carries -0.913; number 2, N, carries -0.391; number 3, C, carries -0.126; number 4, C, carries -0.638; number 5, C, carries -0.137



(4)
This record from the OMol25 dataset describes C4H9NO in the gas phase at a distorted geometry. The level of theory is the ωB97M-V functional and the def2-TZVPD basis.

XYZ file:
```
15
Properties=species:S:1:pos:R:3:forces:R:3
C 1.357057 -0.877710 0.177135 -0.2064 0.0070 -0.2207
C 0.121162 0.019136 0.295255 -0.9379 -0.6250 -1.5650
C -0.132945 1.101460 -0.808100 0.7520 0.1950 -0.0923
O -0.505739 2.363692 -0.363989 0.4206 0.5152 0.3265
C -1.269416 -0.566713 0.130228 -0.5322 -1.0490 0.1344
N -0.750210 -0.364615 1.443044 -0.1600 0.1205 0.3188
H 1.051765 -1.888010 -0.123033 0.1431 -0.0012 -0.0554
H 2.079493 -0.507122 -0.558482 -0.2313 -0.0470 0.0067
H 1.919214 -0.990640 1.121208 -0.4432 0.2889 -0.1974
H 0.789630 1.019461 -1.388009 0.3989 0.7374 -0.1279
H -0.921330 0.835543 -1.547187 0.5402 -0.0182 0.5882
H 0.012618 2.478693 0.437158 -0.0974 0.4979 0.1672
H -1.259188 -1.466432 -0.460704 -0.3822 -0.8181 0.5362
H -2.087550 0.130621 -0.072794 0.3955 -0.3113 -0.2391
H -0.404561 -1.287364 1.718269 0.3403 0.5081 0.4198
```
Forces are in eV/Å.

Its structure (SMILES) is C[C@]1(CO)CN1. As for the spin multiplicity: 1.

Mulliken atomic charge list, values in e, 5 entries: number 1, C, carries -1.412; number 2, C, carries 1.043; number 3, C, carries -0.575; number 4, O, carries -0.486; number 5, C, carries -0.843



(5)
This record from the OMol25 dataset describes C4H9NO in the gas phase at a distorted geometry. The level of theory is the ωB97M-V functional and the def2-TZVPD basis.

XYZ file:
```
15
Properties=species:S:1:pos:R:3:forces:R:3
C 0.697117 -0.486298 1.755389 -0.4721 0.1502 -0.6276
C -0.176379 -0.571875 0.434102 -1.1872 -1.3205 1.0743
C 0.442457 -1.751514 -0.333904 1.7386 0.6545 -1.2239
C -0.415731 0.729888 -0.315286 3.1058 1.5835 -0.4265
N -0.654301 0.690639 -1.682370 1.4804 4.3995 3.3056
O -0.076576 1.817345 0.179790 -1.1583 -1.4183 -0.2918
H 0.289663 0.381278 2.336995 0.7095 -1.0405 -0.0491
H 1.799156 -0.313785 1.488234 -1.6211 -0.1688 0.4117
H 0.587604 -1.530857 2.249585 0.1834 2.0987 -0.4302
H -1.242522 -0.875436 0.738127 1.3577 0.1342 -0.1217
H 0.907379 -2.399341 0.415271 -0.6770 -0.4651 -0.3341
H -0.173466 -2.265220 -1.066996 -0.3724 -0.2601 0.3445
H 1.360121 -1.476232 -0.949285 -1.0472 0.3108 0.7009
H -1.007354 -0.084930 -2.069913 -1.5586 -2.8882 -2.1974
H -0.612656 1.670082 -2.045554 -0.4815 -1.7698 -0.1348
```
Forces are in eV/Å.

Its structure (SMILES) is CC(C)C(N)=O. As for the spin multiplicity: 1.

Mulliken atomic charge list, values in e, 5 entries: number 1, C, carries -1.231; number 2, C, carries 0.643; number 3, C, carries -1.386; number 4, C, carries 0.363; number 5, N, carries -0.396



(6)
This record from the OMol25 dataset describes C4H9NO in the gas phase at a distorted geometry. The level of theory is the ωB97M-V functional and the def2-TZVPD basis.

XYZ file:
```
15
Properties=species:S:1:pos:R:3:forces:R:3
N -2.219506 0.488848 -0.121254 -1.3902 -2.0868 0.8931
C -1.653891 -0.810209 -0.571079 0.2670 0.6978 -2.0131
C -0.357444 -1.149354 0.169811 0.1489 2.4037 -0.3590
C 0.596397 -0.046814 -0.360035 1.3767 0.9873 -0.0373
C 1.869206 0.217360 0.384411 2.2017 -0.0228 -0.6996
O 2.264934 1.344802 0.600878 -0.6945 -0.0935 0.1650
H -1.577253 1.247171 0.015779 0.6856 -0.1113 -0.2912
H -2.531383 0.225861 0.808126 -0.4409 0.7756 0.2143
H -2.319021 -1.665489 -0.524695 -0.8355 0.3798 0.5665
H -1.581183 -0.662014 -1.702611 0.8004 -0.5277 1.3128
H 0.106057 -2.121661 -0.000626 -0.2597 -0.0026 -0.1802
H -0.518907 -1.004648 1.253440 -0.0495 -0.2540 -0.3797
H 0.744259 -0.252568 -1.411985 0.9683 -0.9146 -0.3298
H 0.462499 1.048871 -0.564525 -2.0060 -0.6380 0.9367
H 2.649609 -0.545009 0.598691 -0.7725 -0.5929 0.2015
```
Forces are in eV/Å.

Its structure (SMILES) is NCCCC=O. As for the spin multiplicity: 1.

Mulliken atomic charge list, values in e, 5 entries: number 1, N, carries -0.603; number 2, C, carries -0.702; number 3, C, carries -0.287; number 4, C, carries -0.611; number 5, C, carries -0.152



Asked for gap between HOMO and LUMO across the records above, the calculation gives 10.469, 9.862, 9.424, 9.401, 10.612, 10.614 eV in order.
Asked for E_LUMO across the records above, the calculation gives 0.0424, 0.0324, 0.0317, 0.0336, 0.0332, 0.0338 Eh in order.
Asked for relative energy (zero: lowest compared OMol25 entry of this formula, charge and spin) across the records above, the calculation gives 1.690, 2.614, 2.671, 4.215, 1.106, 2.528 eV in order.